Entry 1:
Computed, not measured: a 2-piece molecular cluster, C5H2Cl2O overall in a non-equilibrium geometry, with the ωB97M-V functional and the def2-TZVPD basis.

The geometry in XYZ format:
```
10
Properties=species:S:1:pos:R:3
C -0.44 1.51 -0.23
C -0.30 0.52 0.79
C 0.17 1.40 -1.34
C -0.19 -0.33 1.65
C 0.25 -2.23 0.28
O 0.74 1.45 -2.33
Cl -0.89 -2.32 -0.99
Cl 1.79 -1.70 -0.33
H -1.06 2.40 -0.10
H -0.07 -0.69 2.59
```

Its molecular weight is 149.0 g mol⁻¹. The lowest unoccupied orbital energy is -0.816 eV. Its energy above the lowest of the compared OMol25 structures with the same formula, charge and spin is 276.2 kJ/mol. The value obtained for the HOMO energy is -8.828 eV. Its energy is -1187.1317 a.u.

---

Entry 2:
Computed, not measured: one molecule with the formula C5H2ClFO in a non-equilibrium geometry, with the ωB97M-V functional and the def2-TZVPD basis.

The geometry in XYZ format:
```
10
Properties=species:S:1:pos:R:3
C 1.07 -0.42 -0.04
C 0.03 -1.29 -0.05
C -1.22 -0.38 0.00
C -0.77 1.07 -0.08
C 0.57 1.00 -0.02
H 0.01 -2.38 -0.13
H -1.45 1.90 0.02
O -2.36 -0.74 0.16
F 1.40 2.02 0.09
Cl 2.70 -0.78 0.06
```

As for the SMILES: O=C1C=C(F)C(Cl)=C1. Its molecular weight is 132.5 g mol⁻¹. The lowest unoccupied orbital energy is -0.985 eV. Its energy above the lowest of the compared OMol25 structures with the same formula, charge and spin is 0.0 kJ/mol. The value obtained for the HOMO energy is -9.590 eV. Its energy is -826.9755 a.u.

---

Entry 3:
Computed, not measured: an isolated ion of composition C5H2F3N2O2 and charge -1 in a non-equilibrium geometry, with the ωB97M-V functional and the def2-TZVPD basis.

The geometry in XYZ format:
```
14
Properties=species:S:1:pos:R:3
C -0.83 0.94 -0.02
C 0.53 1.44 0.17
C 3.33 -0.95 -0.19
C -1.16 -0.33 0.14
C -2.53 -0.77 -0.05
N 1.48 0.68 0.48
N 2.00 -0.31 0.81
O 3.13 -2.09 -0.40
O 4.06 -0.03 -0.35
F -2.84 -1.06 -1.34
F -2.85 -1.90 0.64
F -3.55 0.11 0.34
H -1.50 1.76 -0.29
H 0.74 2.49 0.05
```

As for the net charge: -1. Its molecular weight is 179.1 g mol⁻¹. The lowest unoccupied orbital energy is 3.124 eV. The value obtained for the HOMO energy is -4.077 eV. Its energy is -751.2694 a.u.

---

Entry 4:
Computed, not measured: a 3-piece molecular cluster, C5H2F4O4 overall in a non-equilibrium geometry, with the ωB97M-V functional and the def2-TZVPD basis.

The geometry in XYZ format:
```
15
Properties=species:S:1:pos:R:3
C -0.06 1.07 0.55
C -1.45 -1.01 -2.13
C 0.64 1.91 -1.43
C 0.15 0.00 1.82
C 0.72 -1.23 1.22
O -1.05 1.74 0.49
O -2.41 -0.85 -1.52
O -0.48 -1.17 -2.70
O 1.75 1.75 -1.85
F -0.38 2.53 -1.92
F 0.75 -2.27 2.06
F 1.89 -1.08 0.63
F -0.15 -1.64 0.16
H -0.74 -0.23 2.26
H 0.81 0.49 2.36
```

Its molecular weight is 202.1 g mol⁻¹. The lowest unoccupied orbital energy (spin up / spin down) is -0.993 / -1.035 eV. Its energy above the lowest of the compared OMol25 structures with the same formula, charge and spin is 290.0 kJ/mol. The value obtained for the HOMO energy (spin up / spin down) is -9.166 / -9.200 eV. Its energy is -892.0712 a.u.

---

Q: The lowest energy belongs to which entry?
A: C5H2Cl2O